DFT (ωB97M-V/def2-TZVPD) results for a cluster of 2 separate species, C30H60BO6 in total.

Bonds (Å) are listed after each position.
Geometry (Å):
1 H -0.759 -1.659 2.358  C26 1.099
2 H -2.640 1.887 -2.171  C8 1.090
3 H 1.903 2.412 -2.537  C10 1.093
4 H 1.342 -1.986 0.175  C16 1.097
5 H 6.699 -0.029 1.254  C30 1.091
6 C -0.776 1.182 2.484  C29 1.550, C40 1.537, H88 1.098, H94 1.092
7 B -2.430 -2.199 -5.029  O15 1.495, H54 1.259, O63 1.485, H92 1.225
8 C -2.802 0.938 -2.682  H2 1.090, H11 1.090, H22 1.089, C68 1.537
9 C 5.141 0.955 -1.411  C56 1.539, H66 1.094, C93 1.532, H96 1.097
10 C 2.589 3.262 -2.573  H3 1.093, C24 1.541, C52 1.542, H73 1.094
11 H -3.719 0.486 -2.303  C8 1.090
12 C -2.170 -2.145 0.846  C26 1.538, H78 1.097, H87 1.097, C90 1.552
13 H -0.825 2.410 0.239  C49 1.095
14 O 1.811 -0.302 -0.956  C16 1.428, H71 0.963
15 O -0.955 -1.959 -4.998  B7 1.495, C59 1.414
16 C 1.222 -1.598 -0.843  H4 1.097, O14 1.428, C81 1.528, H91 1.094
17 H -4.159 -2.163 6.800  C27 1.094
18 H 1.317 5.290 0.139  C38 1.095
19 H -0.483 5.009 1.626  C53 1.093
20 H 3.973 4.096 -1.144  C24 1.095
21 C 0.742 -3.705 -2.092  H42 1.098, C45 1.545, H80 1.094, C81 1.538
22 H -2.959 1.144 -3.740  C8 1.089
23 H 2.056 -2.072 -2.764  C81 1.092
24 C 3.686 3.102 -1.503  C10 1.541, H20 1.095, H65 1.092, C93 1.543
25 H 3.980 0.758 0.375  C56 1.093
26 C -1.214 -1.135 1.505  H1 1.099, C12 1.538, C29 1.530, H83 1.093
27 C -3.177 -2.642 6.740  H17 1.094, C44 1.514, O60 1.437, C67 1.508
28 H 6.103 -1.013 -0.086  C30 1.093
29 C -1.843 0.129 2.095  C6 1.550, C26 1.530, H36 1.095, H57 1.092
30 C 5.801 -0.331 0.713  H5 1.091, H28 1.093, H32 1.091, C56 1.542
31 C -1.869 -1.447 -2.872  C59 1.588, O63 1.418, C68 1.541, C69 1.553
32 H 5.161 -0.902 1.388  C30 1.091
33 H -3.665 -4.652 7.309  C67 1.091
34 H -2.242 2.740 2.813  C40 1.094
35 H -3.085 -0.652 -0.469  C90 1.088
36 H -2.537 0.618 1.402  C29 1.095
37 H -2.356 3.201 0.571  C49 1.089
38 C 0.673 4.442 -0.115  H18 1.095, C51 1.532, C53 1.537, H84 1.099
39 H -3.975 -2.134 -0.289  C90 1.095
40 C -1.259 2.635 2.344  C6 1.537, H34 1.094, C49 1.543, H62 1.096
41 H -3.483 -3.541 8.672  C67 1.089
42 H 0.111 -3.763 -1.196  C21 1.098
43 H -1.237 0.119 -1.456  C68 1.103
44 C -2.828 -2.960 5.301  C27 1.514, H55 1.087, O61 1.430, H75 1.093
45 C -0.154 -3.475 -3.329  C21 1.545, C59 1.541, H72 1.092, H89 1.094
46 H 0.256 -1.356 -3.547  C59 1.097
47 H 2.713 -3.034 -1.458  C81 1.097
48 H 4.892 2.271 -3.074  C93 1.096
49 C -1.316 3.142 0.888  H13 1.095, H37 1.089, C40 1.543, C53 1.546
50 H 2.385 5.345 -1.986  C52 1.095
51 C 0.466 4.425 -1.633  C38 1.532, C52 1.534, H58 1.097, H76 1.096
52 C 1.767 4.559 -2.433  C10 1.542, H50 1.095, C51 1.534, H79 1.095
53 C -0.650 4.520 0.663  H19 1.093, C38 1.537, C49 1.546, H74 1.095
54 H -2.690 -3.417 -4.840  B7 1.259
55 H -3.687 -3.237 4.694  C44 1.087
56 C 5.037 0.871 0.122  C9 1.539, H25 1.093, C30 1.542, H70 1.094
57 H -2.409 -0.131 2.992  C29 1.092
58 H -0.174 5.277 -1.895  C51 1.097
59 C -0.603 -2.033 -3.631  O15 1.414, C31 1.588, C45 1.541, H46 1.097
60 O -2.190 -1.646 7.053  C27 1.437, C97 1.358
61 O -2.287 -1.724 4.830  C44 1.430, C97 1.356
62 H -0.556 3.271 2.894  C40 1.096
63 O -2.879 -1.394 -3.865  B7 1.485, C31 1.418
64 H -3.198 -2.920 -2.215  C69 1.090
65 H 3.255 2.589 -0.641  C24 1.092
66 H 4.396 0.283 -1.845  C9 1.094
67 C -3.090 -3.808 7.692  C27 1.508, H33 1.091, H41 1.089, H82 1.090
68 C -1.582 0.020 -2.498  C8 1.537, C31 1.541, H43 1.103, H95 1.095
69 C -2.405 -2.351 -1.729  C31 1.553, H64 1.090, H77 1.092, C90 1.551
70 H 5.360 1.813 0.576  C56 1.094
71 H 1.092 0.333 -1.039  O14 0.963
72 H -1.018 -4.140 -3.284  C45 1.092
73 H 3.047 3.242 -3.567  C10 1.094
74 H -1.332 5.136 0.067  C53 1.095
75 H -2.060 -3.733 5.222  C44 1.093
76 H -0.077 3.523 -1.937  C51 1.096
77 H -1.651 -3.088 -1.444  C69 1.092
78 H -2.859 -2.493 1.625  C12 1.097
79 H 1.502 4.903 -3.438  C52 1.095
80 H 1.249 -4.672 -2.151  C21 1.094
81 C 1.785 -2.601 -1.849  C16 1.528, C21 1.538, H23 1.092, H47 1.097
82 H -2.051 -4.113 7.819  C67 1.090
83 H -0.381 -0.872 0.849  C26 1.093
84 H 1.207 3.526 0.172  C38 1.099
85 O -1.113 -0.081 5.844  C97 1.185
86 H 5.851 2.955 -1.781  C93 1.095
87 H -1.573 -3.018 0.556  C12 1.097
88 H 0.105 1.064 1.841  C6 1.098
89 H 0.416 -3.781 -4.212  C45 1.094
90 C -2.965 -1.732 -0.422  C12 1.552, H35 1.088, H39 1.095, C69 1.551
91 H 0.148 -1.519 -1.036  C16 1.094
92 H -2.910 -1.853 -6.103  B7 1.225
93 C 4.952 2.364 -1.984  C9 1.532, C24 1.543, H48 1.096, H86 1.095
94 H -0.430 1.022 3.508  C6 1.092
95 H -0.792 0.412 -3.146  C68 1.095
96 H 6.128 0.580 -1.709  C9 1.097
97 C -1.793 -1.050 5.899  O60 1.358, O61 1.356, O85 1.185

Calculated values
LUMO: 1.93 eV
highest occupied orbital energy: -3.9 eV
net charge: -1
gap between HOMO and LUMO: 5.83 eV



DFT (ωB97M-V/def2-TZVPD) results for a cluster of 16 separate species, C57H66F7N9O21 in total at a distorted geometry.

Bonds (Å) are listed after each position.
Geometry (Å):
1 C -4.180 -4.630 1.313  H49 1.080, N97 1.291, C123 1.360
2 C -1.249 2.807 3.412  H34 1.090, O37 1.416, H152 1.090, C156 1.444
3 C 2.989 1.911 -6.553  O5 1.369, O46 1.203, O120 1.249
4 F -8.640 0.894 3.914  C114 1.300
5 O 1.928 2.022 -5.695  C3 1.369, C51 1.372
6 F -1.689 0.688 2.813  C156 1.334
7 H -3.298 2.654 -3.360  C135 1.080
8 H 1.508 -1.656 4.880  C160 1.090
9 H 6.989 5.714 4.480  N109 1.010
10 C -0.524 1.362 -1.156  H44 1.080, N90 1.362, C138 1.311
11 C -1.035 -0.437 0.105  C17 1.386, N90 1.404, H122 1.080
12 C -6.121 -0.409 3.296  O54 1.333, O72 1.408, O87 1.239
13 C -1.077 5.930 0.736  C81 1.389, H124 1.080, C143 1.387
14 H 2.014 -7.609 0.146  C56 1.080
15 N -0.222 -1.834 -8.049  C23 1.371, H41 1.010, C144 1.394
16 C -3.398 -1.680 6.209  C59 1.538, H67 1.090, H68 1.090, O93 1.403
17 C 0.237 0.037 0.380  C11 1.386, H88 1.080, C138 1.375
18 C 7.164 -0.104 1.178  C22 1.434, C60 1.396, H101 1.080
19 C 4.065 4.718 3.606  C40 1.391, H96 1.080, C105 1.454
20 H 5.095 4.474 5.610  C40 1.080
21 F -1.067 -1.870 5.952  C59 1.372
22 C 8.511 -0.286 0.722  C18 1.434, H39 1.080, C151 1.324
23 C -1.574 -2.029 -8.175  N15 1.371, C121 1.339, H146 1.080
24 C -4.860 0.354 -1.431  N47 1.339, C48 1.421, H128 1.080
25 C -3.935 0.395 -3.460  N47 1.427, H62 1.080, C135 1.414
26 H -1.451 -2.139 -4.715  N57 1.010
27 O 4.802 -3.398 -1.113  C64 1.397, C79 1.497
28 H -1.544 7.378 2.338  C143 1.080
29 O -2.495 -2.823 4.399  C59 1.391, C111 1.308
30 C 5.883 5.631 2.627  H83 1.080, C105 1.368, N109 1.401
31 H 4.407 -1.677 -0.038  C79 1.090
32 C -0.665 -5.962 0.766  H43 1.080, C132 1.392, N137 1.356
33 C 1.522 3.345 -7.455  C51 1.491, O120 1.420, H154 1.090, F158 1.330
34 H -0.878 3.747 3.004  C2 1.090
35 H 3.513 -3.231 0.513  C79 1.090
36 O 3.505 0.723 4.703  C85 1.395, C136 1.423
37 O -2.467 3.215 4.009  C2 1.416, C63 1.310
38 C -8.150 -1.236 3.943  H52 1.090, O54 1.416, C114 1.475, H115 1.090
39 H 9.029 -1.218 0.892  C22 1.080
40 C 5.069 4.758 4.568  C19 1.391, H20 1.080, N109 1.404
41 H 0.553 -2.147 -8.616  N15 1.010
42 C -5.608 -3.497 0.201  N97 1.363, H106 1.080, C116 1.367
43 H -1.373 -5.213 0.445  C32 1.080
44 H -0.690 2.172 -1.852  C10 1.080
45 F 4.298 1.280 -1.807  C155 1.310
46 O 3.991 1.265 -6.395  C3 1.203
47 N -4.567 -0.426 -2.479  C24 1.339, C25 1.427, H98 1.010
48 C -4.392 1.668 -1.703  C24 1.421, H86 1.080, C135 1.478
49 H -3.343 -4.764 1.982  C1 1.080
50 H -2.706 -2.918 -0.841  C134 1.080
51 C 1.184 3.127 -6.020  O5 1.372, C33 1.491, H73 1.090, H126 1.090
52 H -8.726 -1.160 4.865  C38 1.090
53 H -3.559 -3.205 -5.147  C103 1.080
54 O -6.748 -1.227 4.141  C12 1.333, C38 1.416
55 F 4.085 -1.412 4.552  C85 1.311
56 C 1.105 -7.340 0.662  H14 1.080, C104 1.409, N137 1.371
57 N -2.008 -2.347 -3.899  H26 1.010, C82 1.348, C103 1.362
58 H 0.149 4.207 -0.073  C81 1.080
59 C -2.221 -1.735 5.221  C16 1.538, F21 1.372, O29 1.391, H150 1.090
60 C 6.903 1.233 0.877  C18 1.396, H66 1.080, N117 1.324
61 O 1.845 -0.132 3.521  C136 1.341, C160 1.398
62 H -3.550 -0.064 -4.359  C25 1.080
63 C -3.479 2.933 3.228  O37 1.310, O94 1.257, O119 1.308
64 C 4.085 -4.017 -2.140  O27 1.397, O70 1.202, O112 1.401
65 O 4.801 5.345 -1.313  C125 1.250
66 H 6.147 1.973 1.094  C60 1.080
67 H -3.021 -1.429 7.201  C16 1.090
68 H -4.180 -1.019 5.836  C16 1.090
69 H -1.039 1.992 1.573  C156 1.090
70 O 4.387 -4.896 -2.903  C64 1.202
71 H -2.413 0.576 -1.259  N90 1.010
72 O -7.130 0.148 2.486  C12 1.408, C114 1.372
73 H 1.593 3.952 -5.436  C51 1.090
74 H 1.659 -2.376 -0.822  C131 1.090
75 H 1.369 1.801 -0.301  C138 1.080
76 H -6.479 -5.102 -0.909  C116 1.080
77 C -1.345 -0.651 -6.497  H78 1.080, C121 1.382, C144 1.377
78 H -1.622 0.158 -5.837  C77 1.080
79 C 3.853 -2.581 -0.293  O27 1.497, H31 1.090, H35 1.090, C131 1.562
80 H 9.936 1.155 0.007  C151 1.080
81 C -0.062 4.985 0.645  C13 1.389, H58 1.080, N113 1.383
82 C -1.739 -2.122 -2.597  N57 1.348, C134 1.398, H149 1.080
83 H 6.580 6.108 1.953  C30 1.080
84 F 2.922 -1.327 -2.044  C131 1.338
85 C 3.311 -0.569 5.192  O36 1.395, F55 1.311, H139 1.090, C160 1.560
86 H -4.365 2.452 -0.962  C48 1.080
87 O -4.899 -0.241 3.174  C12 1.239
88 H 1.026 -0.379 0.988  C17 1.080
89 H -4.229 -4.247 -2.583  C159 1.080
90 N -1.476 0.418 -0.917  C10 1.362, C11 1.404, H71 1.010
91 H -1.510 -6.890 2.627  C132 1.080
92 H -3.917 -2.588 1.073  N97 1.010
93 O -3.835 -3.007 6.082  C16 1.403, C111 1.332
94 O -4.679 3.227 3.464  C63 1.257
95 H 0.435 -6.210 -0.993  N137 1.010
96 H 3.051 4.351 3.670  C19 1.080
97 N -4.459 -3.428 0.930  C1 1.291, C42 1.363, H92 1.010
98 H -4.635 -1.431 -2.558  N47 1.010
99 H 1.615 4.631 1.921  N113 1.010
100 O 2.889 1.679 2.597  C136 1.232
101 H 6.607 -0.972 1.498  C18 1.080
102 H 6.120 2.548 -4.026  C118 1.090
103 C -3.128 -3.075 -4.165  H53 1.080, N57 1.362, C159 1.461
104 C 0.466 -7.508 1.906  C56 1.409, C132 1.398, H145 1.080
105 C 4.588 5.275 2.370  C19 1.454, C30 1.368, H140 1.080
106 H -6.030 -2.596 -0.219  C42 1.080
107 H -4.906 -6.627 0.660  C123 1.080
108 C 0.310 6.119 2.504  N113 1.318, H127 1.080, C143 1.433
109 N 6.158 5.425 3.985  H9 1.010, C30 1.401, C40 1.404
110 H -3.336 -1.347 -7.342  C121 1.080
111 C -3.292 -3.636 5.042  O29 1.308, O93 1.332, O142 1.213
112 O 2.773 -3.527 -2.105  C64 1.401, C131 1.418
113 N 0.780 5.165 1.727  C81 1.383, H99 1.010, C108 1.318
114 C -8.351 -0.058 3.078  F4 1.300, C38 1.475, O72 1.372, H133 1.090
115 H -8.417 -2.166 3.441  C38 1.090
116 C -5.767 -4.808 -0.151  C42 1.367, H76 1.080, C123 1.372
117 N 7.953 1.839 0.345  C60 1.324, C151 1.358, H157 1.010
118 C 5.847 2.510 -2.972  H102 1.090, H129 1.090, O130 1.417, C155 1.498
119 O -3.056 2.419 2.101  C63 1.308, C156 1.397
120 O 2.772 2.676 -7.516  C3 1.249, C33 1.420
121 C -2.263 -1.386 -7.223  C23 1.339, C77 1.382, H110 1.080
122 H -1.685 -1.205 0.498  C11 1.080
123 C -4.929 -5.547 0.646  C1 1.360, H107 1.080, C116 1.372
124 H -1.918 6.138 0.091  C13 1.080
125 C 4.946 4.266 -1.926  O65 1.250, O130 1.336, O148 1.327
126 H 0.134 3.129 -5.727  C51 1.090
127 H 0.928 6.452 3.324  C108 1.080
128 H -5.461 -0.079 -0.645  C24 1.080
129 H 6.400 1.660 -2.573  C118 1.090
130 O 6.100 3.774 -2.385  C118 1.417, C125 1.336
131 C 2.652 -2.386 -1.272  H74 1.090, C79 1.562, F84 1.338, O112 1.418
132 C -0.721 -6.768 1.900  C32 1.392, H91 1.080, C104 1.398
133 H -9.175 -0.105 2.367  C114 1.090
134 C -2.667 -2.920 -1.920  H50 1.080, C82 1.398, C159 1.342
135 C -3.769 1.736 -3.042  H7 1.080, C25 1.414, C48 1.478
136 C 2.765 0.842 3.493  O36 1.423, O61 1.341, O100 1.232
137 N 0.364 -6.397 -0.003  C32 1.356, C56 1.371, H95 1.010
138 C 0.511 1.151 -0.379  C10 1.311, C17 1.375, H75 1.080
139 H 3.494 -0.653 6.263  C85 1.090
140 H 4.136 5.439 1.402  C105 1.080
141 H 3.831 2.036 -3.560  C155 1.090
142 O -3.770 -4.675 4.638  C111 1.213
143 C -0.865 6.667 1.892  C13 1.387, H28 1.080, C108 1.433
144 C -0.111 -1.159 -6.834  N15 1.394, C77 1.377, H153 1.080
145 H 0.761 -8.341 2.527  C104 1.080
146 H -2.066 -2.556 -8.978  C23 1.080
147 H 1.055 -0.060 5.426  C160 1.090
148 O 3.941 3.428 -2.150  C125 1.327, C155 1.348
149 H -0.908 -1.487 -2.327  C82 1.080
150 H -2.157 -0.804 4.657  C59 1.090
151 C 8.945 0.912 0.363  C22 1.324, H80 1.080, N117 1.358
152 H -0.390 2.437 3.973  C2 1.090
153 H 0.866 -0.903 -6.451  C144 1.080
154 H 0.854 2.948 -8.220  C33 1.090
155 C 4.402 2.268 -2.660  F45 1.310, C118 1.498, H141 1.090, O148 1.348
156 C -1.772 1.946 2.379  C2 1.444, F6 1.334, H69 1.090, O119 1.397
157 H 8.027 2.818 0.104  N117 1.010
158 F 1.584 4.623 -7.819  C33 1.330
159 C -3.434 -3.555 -2.819  H89 1.080, C103 1.461, C134 1.342
160 C 1.792 -0.605 4.836  H8 1.090, O61 1.398, C85 1.560, H147 1.090

Calculated values
LUMO: 0.19 eV
highest occupied orbital energy: -7.9 eV
gap between HOMO and LUMO: 8.07 eV